1.
Formula: C5H10ClNO3
Source: the Open Molecules 2025 dataset
Level of theory: ωB97M-V with the def2-TZVPD basis set

The geometry in XYZ format:
```
20
Properties=species:S:1:pos:R:3:mulliken_charge:R:1
C 1.1519 -2.0013 0.6105 -1.127
C -0.1284 2.1348 -0.7561 -0.687
C 0.6890 -1.3050 -0.6199 -0.161
C 0.5343 0.0032 -0.3759 -0.102
C -2.0541 -0.6930 0.5497 -0.540
N -2.5571 0.5012 0.5811 0.730
O -2.2762 1.4032 1.4602 -0.541
O -3.4801 0.8681 -0.3503 -0.488
O 0.1839 0.9137 -1.2797 -0.408
Cl -2.4352 -1.8046 -0.6588 -0.105
H 0.9764 -3.0609 0.6232 0.303
H 2.2022 -1.9286 0.7370 0.308
H 0.5973 -1.5707 1.4783 0.312
H -0.9377 2.5181 -1.3373 0.213
H 0.6219 2.8388 -0.9337 0.311
H -0.3262 2.1517 0.4342 0.308
H 0.3692 -1.7893 -1.4912 0.511
H -3.4137 1.8829 -0.4591 0.366
H 1.0472 0.5408 0.5229 0.236
H -1.2860 -1.0229 1.2088 0.562
```

The HOMO energy (spin up / spin down) is -6.11 / -8.40 eV. The value obtained for the total energy is -936.85778 hartree. The multiplicity is 3.

=====

2.
Formula: C20H52BrFNO6
Source: the Open Molecules 2025 dataset
Level of theory: ωB97M-V with the def2-TZVPD basis set

The geometry in XYZ format:
```
81
Properties=species:S:1:pos:R:3:mulliken_charge:R:1
C -1.1419 -1.2473 -3.5749 -1.355
C -1.1514 0.1938 -4.0585 -0.090
Br -1.6632 1.3650 -2.5672 -0.110
C 0.1584 0.6816 -4.6269 -1.584
C 1.3591 0.3637 -3.7451 0.624
C 2.4939 -0.3117 -4.5272 -0.645
C 3.5633 -0.7531 -3.5589 -0.971
N 4.0694 0.3821 -2.7294 0.003
C 3.0139 1.2671 -2.1626 -0.014
F 3.6842 2.4023 -1.7732 -0.370
C 1.9669 1.6415 -3.1414 -0.683
H -0.4355 -1.8478 -4.1371 0.277
H -0.9301 -1.3018 -2.5197 0.424
H -2.1337 -1.6610 -3.7016 0.402
H -1.9224 0.3183 -4.7982 0.578
H 0.3077 0.2939 -5.6297 0.545
H 0.0885 1.7568 -4.7358 0.459
H 1.1010 -0.2881 -2.9121 0.474
H 2.9059 0.4548 -5.1759 0.205
H 2.1156 -1.1472 -5.0955 0.457
H 3.1894 -1.5443 -2.9270 0.371
H 4.3987 -1.1752 -4.0998 0.445
H 4.7596 0.9646 -3.2123 0.438
H 4.5686 -0.0293 -1.9342 0.415
H 2.5907 0.8497 -1.2581 0.533
H 2.3832 2.1815 -3.9801 -0.131
H 1.1746 2.2147 -2.6803 0.304
C 2.7195 2.3569 1.6546 -0.746
C 2.2806 1.0243 2.2298 -0.125
O 3.2705 0.0187 1.9721 -0.583
H 2.8927 2.2734 0.5808 -0.049
H 1.9677 3.1287 1.8216 0.375
H 3.6591 2.6879 2.1024 0.360
H 1.3548 0.6917 1.7621 0.186
H 2.1112 1.0992 3.3071 0.313
H 4.0879 0.3030 2.3973 0.323
C -3.4923 1.9653 2.2337 -1.146
C -2.9936 0.6060 1.7803 0.220
O -3.2513 0.3917 0.3927 -0.446
H -4.5622 2.0565 2.0470 0.300
H -3.3076 2.1172 3.2980 0.347
H -2.9938 2.7653 1.6796 0.330
H -3.5050 -0.1883 2.3207 0.126
H -1.9181 0.5047 1.9670 0.074
H -2.7897 1.0801 -0.1003 0.121
C 4.1040 -1.6942 6.0753 -1.092
C 2.9478 -0.9171 5.4735 0.026
O 3.0854 0.4831 5.7333 -0.522
H 4.1540 -1.5263 7.1509 0.278
H 3.9969 -2.7641 5.8921 0.331
H 5.0553 -1.3650 5.6488 0.327
H 2.0044 -1.2350 5.9125 0.298
H 2.8930 -1.0789 4.3917 0.075
H 3.9187 0.7715 5.3443 0.300
C -3.7440 -3.7068 2.6272 -0.440
C -3.0108 -4.0141 3.9169 -0.264
O -3.0306 -2.8925 4.7967 -0.520
H -3.2940 -2.8458 2.1301 0.074
H -3.7189 -4.5585 1.9440 0.356
H -4.7840 -3.4547 2.8356 -0.028
H -1.9634 -4.2448 3.7267 0.298
H -3.4625 -4.8770 4.4185 0.240
H -3.9563 -2.6856 4.9736 0.291
C 4.0646 5.3878 -6.6414 -1.202
C 4.0622 4.2235 -5.6722 -0.137
O 3.2602 3.1367 -6.1534 -0.500
H 3.0479 5.7401 -6.8133 0.315
H 4.6617 6.2146 -6.2571 0.352
H 4.4762 5.0859 -7.6069 0.348
H 3.6347 4.5233 -4.7159 0.294
H 5.0843 3.8706 -5.4962 0.247
H 3.6280 2.8549 -6.9995 0.284
C -9.0298 -3.2406 3.8044 -1.119
C -7.5647 -3.6319 3.8172 -0.196
O -6.7126 -2.4852 3.8683 -0.498
H -9.2427 -2.5952 2.9520 0.295
H -9.6697 -4.1216 3.7457 0.335
H -9.2897 -2.6865 4.7092 0.336
H -7.3045 -4.1685 2.9062 0.297
H -7.3501 -4.2832 4.6707 0.264
H -6.9230 -2.0007 4.6753 0.278
```

As for the net charge: +1. The HOMO energy is -11.34 eV. The value obtained for the total energy is -3973.00779 hartree. The multiplicity is 1. For the energy above the lowest of the compared OMol25 structures with the same formula, charge and spin, the calculation gives 0.00 kJ/mol.

=====

3.
Formula: C9H22IN2
Source: the Open Molecules 2025 dataset
Level of theory: ωB97M-V with the def2-TZVPD basis set

The geometry in XYZ format:
```
34
Properties=species:S:1:pos:R:3:mulliken_charge:R:1
C -3.3870 -0.4209 -0.7009 -1.215
C -2.3035 0.5502 -1.1610 -0.588
C -0.9248 -0.0828 -1.3448 -0.640
N 0.0676 0.1818 -0.2261 0.419
C -0.5285 -0.1940 1.0883 -1.484
C 1.3360 -0.6056 -0.5248 -0.601
C 1.3648 -2.0351 -0.0023 -0.386
C 2.6140 -2.7301 -0.5270 -1.317
I 2.7917 -4.6860 0.2723 0.091
N 0.3068 1.6175 -0.2343 -0.453
C 1.1543 2.1442 0.8615 -0.312
C 0.3497 2.8393 1.9462 -1.309
H -3.0785 -1.0094 0.1649 0.282
H -3.6464 -1.1192 -1.4971 0.365
H -4.2937 0.1151 -0.4240 0.378
H -2.5822 0.9712 -2.1279 0.403
H -2.2232 1.4077 -0.4919 0.352
H -0.4286 0.2797 -2.2439 0.505
H -0.9859 -1.1716 -1.4079 0.480
H -0.9234 -1.2011 1.0103 0.456
H 0.2356 -0.1539 1.8598 0.467
H -1.3218 0.5127 1.3062 0.446
H 2.1632 -0.0300 -0.1152 0.410
H 1.4313 -0.6016 -1.6109 0.324
H 1.3738 -2.0540 1.0874 0.491
H 0.4831 -2.5890 -0.3360 0.395
H 2.5966 -2.8353 -1.6094 0.496
H 3.5187 -2.1981 -0.2407 0.483
H 0.7499 1.7964 -1.1306 0.278
H 1.8281 2.8614 0.3929 0.501
H 1.7931 1.3648 1.2881 0.247
H 1.0318 3.3279 2.6420 0.421
H -0.2637 2.1492 2.5257 0.276
H -0.2988 3.5987 1.5110 0.340
```

As for the net charge: +1. The HOMO energy is -12.26 eV. The value obtained for the total energy is -763.04533 hartree. The multiplicity is 1. As for the SMILES: CCC[N@@+](C)(CCCI)NCC.

=====

4.
Formula: C6H7FS
Source: the Open Molecules 2025 dataset
Level of theory: ωB97M-V with the def2-TZVPD basis set

The geometry in XYZ format:
```
15
Properties=species:S:1:pos:R:3:mulliken_charge:R:1
C 1.5176 -1.7608 -0.4976 -1.034
C 0.8039 -0.5994 -0.4110 0.916
C -0.2221 -0.4303 0.6061 -0.241
C -0.9779 0.7032 0.6875 -0.191
C -2.1409 0.7893 1.5113 -0.559
S -3.1550 2.0929 1.3914 -0.244
C 0.9482 0.5754 -1.3348 -0.492
F 1.8091 0.3062 -2.3520 -0.293
H 1.4978 -2.5074 0.2908 0.278
H 2.2810 -1.8890 -1.2156 0.335
H -0.4806 -1.2540 1.3078 0.260
H -0.8525 1.5964 0.1621 0.378
H -2.3680 0.0037 2.2595 0.273
H -0.0096 0.9106 -1.6637 0.328
H 1.3491 1.4635 -0.7419 0.285
```

The HOMO energy is -8.80 eV. The value obtained for the total energy is -730.80130 hartree. The multiplicity is 1. As for the SMILES: C=C(/C=C/C=S)CF. For the energy above the lowest of the compared OMol25 structures with the same formula, charge and spin, the calculation gives 166.29 kJ/mol.